DFT (ωB97M-V/def2-TZVPD) results for a structure of composition C13H16N2PSeW in a non-equilibrium geometry.

```
34
Properties=species:S:1:pos:R:3:forces:R:3
C -1.56158 0.22593 0.54173 1.45 -1.43 -0.33
C -2.46487 -0.51935 -0.23781 -1.67 0.07 -0.54
C -2.80102 -0.13876 -1.56424 1.00 -1.32 0.66
C -2.02268 0.82407 -2.22409 0.53 1.01 -0.70
C -0.91759 1.39358 -1.59606 0.36 0.52 -1.56
W -0.19972 -0.31023 -0.77817 -3.50 -0.21 1.98
P 0.67420 -1.39122 1.24943 0.77 -1.14 -0.08
H -1.64723 0.37860 1.60435 -0.18 0.13 0.28
H -2.98714 -1.39069 0.16286 -0.33 0.57 0.26
H -3.64969 -0.60869 -2.06991 0.58 -0.19 0.09
H -0.45395 2.29403 -1.98207 -0.25 0.21 -0.04
H -2.31550 1.11927 -3.24070 -0.08 0.10 0.46
H 1.85725 -2.16552 1.09571 -0.10 0.19 0.46
H -0.12600 -2.38991 1.85384 0.13 0.18 -0.06
H 1.00440 -0.67542 2.44682 -0.14 -0.04 -0.61
C 3.16990 2.03594 2.26898 -0.15 0.31 0.15
N 3.88086 1.07124 1.44916 -0.46 -0.44 -0.59
C 3.37857 0.47935 0.33473 0.97 -0.47 0.25
Se 1.76191 1.06876 -0.58879 2.39 1.28 0.25
N 4.35149 -0.37280 -0.11102 -0.49 0.33 0.14
C 5.49145 -0.28058 0.70549 -0.13 -0.13 -0.68
C 6.76949 -0.79416 0.53881 0.51 -0.14 0.51
C 7.72488 -0.44018 1.51030 -0.59 -0.16 -0.44
C 7.40350 0.44339 2.55996 -0.53 0.15 -0.04
C 6.12828 1.01865 2.65673 0.31 -0.31 -0.02
C 5.18610 0.61339 1.70977 -0.24 0.63 0.09
H 2.85484 2.89639 1.67000 0.08 -0.22 0.11
H 3.86056 2.36882 3.04131 -0.18 0.05 -0.03
H 2.29262 1.58239 2.74271 0.20 0.06 -0.14
H 4.26238 -0.98628 -0.92054 -0.07 0.49 0.33
H 6.97775 -1.43309 -0.32070 0.19 0.12 0.39
H 8.73611 -0.84359 1.45867 -0.32 0.11 -0.09
H 8.17121 0.69007 3.29796 -0.33 -0.02 -0.30
H 5.86711 1.75173 3.41986 0.26 -0.27 -0.14
```
Positions in Å, forces in eV/Å.

As for the HOMO energy (alpha / beta): -9.194 / -11.078 eV. As for the expectation value of S²: 2.0502. Its net charge is +1. As for the total energy: -3423.938405 Eh. The multiplicity is 3.